{
  "formula": "C5H10FNSi",
  "method": "ωB97M-V/def2-TZVPD",
  "homo_ev": [-5.69, -11.64],
  "s_squared": 2.00,
  "total_charge": 0,
  "multiplicity": 3,
  "e_tot_ha": -640.50939,
  "gap_ev": [6.5242, 9.5831],
  "e_above_lowest_kj_mol": 0.00,
  "elements": ["C", "C", "C", "C", "C", "N", "F", "Si", "H", "H", "H", "H", "H", "H", "H", "H", "H", "H"],
  "coordinates": [[2.68916, -2.24179, -0.46622], [0.72569, -1.09830, 1.55256], [-2.03436, 1.32475, -1.33540], [2.10061, -0.92867, -0.57847], [0.72568, -0.94112, 0.05550], [3.12259, -3.29522, -0.35845], [0.67090, 2.11306, -1.48675], [-0.37715, 1.44354, -0.45497], [1.17278, -2.05528, 1.83819], [-0.29127, -1.07542, 1.94275], [1.30012, -0.30606, 2.03029], [-2.77278, 0.79908, -0.74029], [-2.42023, 2.32192, -1.54710], [-1.93466, 0.80499, -2.28572], [2.04321, -0.67371, -1.64062], [2.75528, -0.20940, -0.07897], [0.05112, -1.63308, -0.44129], [-0.24504, 2.23102, 0.75121]]
}